No. 1
Formula: C6H11BO2S
Source: the Open Molecules 2025 dataset
Level of theory: ωB97M-V/def2-TZVPD

Values from the calculation:
- Kohn-Sham gap (spin up / spin down) (eV) = 8.0 / 6.8
- energy (a.u.) = -808.703149
- E_LUMO (spin up / spin down) (hartree) = 0.0044 / -0.0574
- spin multiplicity = 3
- largest force on an atom (eV/Å) = 4.67

Each line ends with the Löwdin spin population.
Geometry (Å):
B 0.524 1.928 1.168  0.12
C -0.093 -1.501 -0.342  0.27
C -0.387 -1.912 -1.615  0.05
C 0.476 -0.227 -0.082  0.13
C -0.010 0.489 1.173  0.57
C -0.696 -0.989 -2.771  -0.01
C -0.491 -0.294 2.335  0.09
O 1.602 2.250 0.362  0.03
O -0.253 2.915 1.801  0.04
S -0.615 -3.573 -1.984  0.58
H -0.096 -2.196 0.502  0.01
H 1.637 -0.341 0.022  0.06
H 0.487 0.463 -0.965  0.01
H -0.748 0.082 -2.438  0.00
H -1.594 -1.168 -3.341  0.00
H 0.109 -1.278 -3.462  0.00
H -1.132 0.413 2.940  0.00
H 0.246 -0.873 2.751  0.02
H -1.228 -1.085 2.052  0.02
H 2.103 3.135 0.200  0.00
H 0.161 3.762 1.696  0.00

No. 2
Formula: C24H30N4O2
Source: the Open Molecules 2025 dataset
Level of theory: ωB97M-V/def2-TZVPD

Values from the calculation:
- Kohn-Sham gap (eV) = 8.4
- energy (a.u.) = -1301.367604
- relative energy (zero: lowest compared OMol25 entry of this formula, charge and spin) (eV) = 19.9321
- E_LUMO (hartree) = 0.0275
- largest force on an atom (eV/Å) = 16.42

Each line ends with the Löwdin charge.
Geometry (Å):
C -7.789 -3.635 1.383  -0.09
O -7.869 -2.844 0.154  -0.20
C -6.676 -2.262 -0.455  -0.22
C -6.156 -1.207 0.309  -0.22
N -4.849 -1.055 -0.294  -0.07
C -4.192 -0.135 0.847  -0.15
C -2.796 0.005 0.472  -0.06
N -2.737 0.811 -1.107  -0.09
C -1.388 1.111 -1.578  -0.08
C -0.833 2.139 -0.451  -0.14
C -1.247 3.268 -0.306  -0.10
N -0.456 4.037 0.517  -0.18
C -0.636 5.384 0.974  0.00
N 0.739 3.453 0.674  0.16
C 0.425 2.214 0.265  -0.19
C 1.419 1.120 0.197  -0.09
C 1.016 -0.127 0.569  -0.02
C 2.113 -1.067 0.597  -0.05
C 3.397 -0.761 0.731  -0.20
O 4.300 -1.846 0.864  -0.04
C 5.663 -1.762 0.270  -0.15
C 5.889 -1.010 -1.080  0.01
C 7.128 -1.156 -1.676  -0.05
C 8.225 -1.702 -0.842  -0.02
C 7.918 -2.485 0.330  -0.03
C 6.633 -2.416 0.889  -0.05
C 3.799 0.706 0.231  -0.03
C 2.895 1.509 0.327  -0.05
C -3.493 -0.011 -2.023  -0.22
C -4.834 -0.277 -1.451  -0.25
H -7.543 -3.058 2.208  0.03
H -8.791 -3.941 1.568  0.07
H -7.001 -4.474 1.386  0.11
H -7.087 -1.947 -1.224  0.05
H -6.111 -3.216 -0.576  0.16
H -6.817 -0.386 0.372  0.12
H -6.008 -1.524 1.505  0.18
H -4.101 -0.500 1.718  0.04
H -4.416 1.007 0.811  0.17
H -2.280 0.816 1.063  0.13
H -2.203 -0.815 0.197  0.08
H -1.352 1.388 -2.424  0.01
H -0.693 0.335 -1.617  0.10
H -2.109 3.765 -0.666  0.14
H 0.293 5.486 1.579  0.11
H -0.691 6.208 0.053  0.16
H -1.278 5.462 1.546  -0.06
H -0.039 -0.451 0.675  0.11
H 1.947 -2.303 0.802  0.18
H 4.954 -0.528 -1.480  0.11
H 7.329 -0.616 -2.487  0.05
H 9.191 -1.724 -1.008  0.03
H 8.767 -2.837 0.719  0.05
H 6.492 -2.623 1.866  0.09
H 4.876 0.993 0.493  0.15
H 3.079 2.347 0.273  -0.01
H -3.431 0.283 -3.012  0.10
H -2.943 -0.938 -2.012  0.12
H -5.466 -0.661 -2.136  0.07
H -5.476 0.850 -1.498  0.20

No. 3
Formula: C5H16O2
Source: the Open Molecules 2025 dataset
Level of theory: ωB97M-V/def2-TZVPD

Values from the calculation:
- Kohn-Sham gap (eV) = 11.0
- energy (a.u.) = -350.535605
- relative energy (zero: lowest compared OMol25 entry of this formula, charge and spin) (eV) = 1.2702
- E_LUMO (hartree) = 0.0290
- largest force on an atom (eV/Å) = 3.20

Each line ends with the Löwdin charge.
Geometry (Å):
C 2.467 -0.399 -0.654  -0.08
C 1.338 0.362 -1.349  -0.27
C 0.246 0.921 -0.450  -0.21
C -0.606 -0.145 0.276  -0.26
C -1.269 -1.252 -0.507  -0.11
H 3.215 -0.692 -1.383  0.07
H 2.054 -1.173 -0.085  0.05
H 3.026 0.277 -0.028  0.07
H 0.909 -0.161 -2.160  0.08
H 1.633 1.295 -1.841  0.11
H 0.777 1.487 0.280  0.09
H -0.384 1.548 -1.010  0.09
H -0.025 -0.575 1.165  0.11
H -1.388 0.510 0.571  0.07
H -1.809 -2.013 0.168  0.11
H -1.948 -0.933 -1.232  0.04
H -0.475 -1.802 -0.887  0.04
O 1.301 0.744 2.768  -0.08
H 2.000 0.605 3.422  0.04
H 1.411 -0.049 2.173  0.03
O -3.947 0.434 0.586  -0.09
H -3.631 0.373 -0.368  0.06
H -4.896 0.640 0.546  0.04

No. 4
Formula: C46H38ILaN6O6S7
Source: the Open Molecules 2025 dataset
Level of theory: ωB97M-V/def2-TZVPD

Values from the calculation:
- Kohn-Sham gap (eV) = 5.3
- energy (a.u.) = -5672.205303
- relative energy (zero: lowest compared OMol25 entry of this formula, charge and spin) (eV) = 0.7634
- E_LUMO (hartree) = -0.0156
- largest force on an atom (eV/Å) = 2.00

Each line ends with the Löwdin charge.
Geometry (Å):
La 0.343 -2.801 0.074  1.66
O 3.808 -6.047 -0.973  0.14
C 3.139 -4.949 -0.609  -0.48
O 1.957 -4.927 -0.401  0.00
C 4.032 -3.736 -0.537  -0.11
O 3.395 -2.679 0.124  -0.17
C 3.706 -2.580 1.529  -0.08
C 2.429 -2.491 2.356  -0.65
O 2.414 -1.682 3.273  0.05
O 1.509 -3.319 2.009  -0.24
H 3.156 -6.762 -1.045  0.14
H 4.979 -4.008 -0.073  0.14
H 4.243 -3.435 -1.565  0.14
H 4.244 -3.475 1.852  0.14
H 4.320 -1.702 1.706  0.12
N 0.087 -0.736 1.181  -0.47
S 0.276 0.256 2.225  0.82
N -0.591 1.686 1.922  -0.36
S -0.337 2.344 0.557  0.84
N 0.159 1.620 -0.695  -0.34
S -0.015 0.147 -1.469  0.75
N 1.011 -0.894 -1.403  -0.42
C -0.106 0.860 -3.114  -0.31
C -1.176 1.650 -3.521  -0.07
C -1.182 2.159 -4.810  -0.07
C -0.128 1.874 -5.677  -0.07
C 0.927 1.079 -5.256  -0.07
C 0.941 0.562 -3.964  -0.06
C -1.705 -0.401 -1.295  -0.35
C -2.078 -1.314 -2.284  -0.08
C -3.373 -1.800 -2.300  -0.05
C -4.283 -1.373 -1.343  -0.07
C -3.890 -0.490 -0.348  -0.07
C -2.592 -0.009 -0.307  -0.09
C 0.821 3.686 0.662  -0.30
C 1.779 3.883 -0.317  -0.05
C 2.643 4.965 -0.188  -0.06
C 2.537 5.816 0.901  -0.07
C 1.568 5.598 1.877  -0.06
C 0.701 4.525 1.765  -0.06
C -1.838 3.244 0.285  -0.31
C -1.916 3.990 -0.883  -0.06
C -3.087 4.683 -1.146  -0.06
C -4.149 4.622 -0.249  -0.06
C -4.047 3.876 0.917  -0.05
C -2.881 3.175 1.196  -0.06
C -0.336 -0.005 3.860  -0.30
C -0.726 1.052 4.683  -0.09
C -1.229 0.757 5.940  -0.07
C -1.352 -0.569 6.343  -0.06
C -0.977 -1.604 5.497  -0.04
C -0.452 -1.331 4.244  -0.08
C 1.922 0.975 2.336  -0.31
C 2.722 0.742 1.231  -0.09
C 3.977 1.332 1.185  -0.06
C 4.416 2.130 2.233  -0.07
C 3.601 2.336 3.342  -0.06
C 2.345 1.752 3.403  -0.05
H -2.004 1.845 -2.848  0.11
H -2.015 2.765 -5.147  0.11
H -0.140 2.266 -6.688  0.11
H 1.737 0.845 -5.937  0.10
H 1.740 -0.077 -3.605  0.09
H -1.361 -1.631 -3.036  0.11
H -3.667 -2.526 -3.047  0.12
H -5.293 -1.764 -1.349  0.11
H -4.583 -0.221 0.440  0.12
H -2.275 0.593 0.526  0.07
H 1.842 3.199 -1.155  0.11
H 3.403 5.135 -0.941  0.11
H 3.216 6.656 0.996  0.11
H 1.491 6.264 2.728  0.11
H -0.054 4.334 2.521  0.12
H -1.081 4.020 -1.576  0.12
H -3.171 5.269 -2.053  0.11
H -5.064 5.160 -0.465  0.11
H -4.878 3.831 1.610  0.11
H -2.777 2.574 2.093  0.11
H -0.670 2.075 4.338  0.09
H -1.537 1.560 6.598  0.10
H -1.756 -0.796 7.323  0.11
H -1.097 -2.635 5.804  0.12
H -0.150 -2.129 3.578  0.06
H 2.369 0.102 0.425  0.08
H 4.614 1.160 0.325  0.11
H 5.399 2.584 2.193  0.10
H 3.951 2.943 4.168  0.11
H 1.720 1.891 4.277  0.11
O -6.777 -4.846 -0.359  -0.09
C -5.597 -4.660 -0.157  -1.04
S -4.296 -5.377 -1.118  0.92
C -2.955 -4.629 -0.269  -1.18
C -3.253 -3.810 0.748  -1.18
S -2.112 -2.885 1.696  0.45
S -4.960 -3.638 1.136  0.93
S -1.322 -5.051 -0.755  0.42
I 2.396 -2.951 -6.649  0.85
C 1.373 -3.393 -4.923  -0.78
C 0.242 -4.170 -4.785  -0.14
N -0.072 -4.146 -3.480  -0.03
N 0.779 -3.415 -2.757  -0.05
C 1.670 -2.950 -3.625  -0.24
H -0.349 -4.707 -5.510  0.12
H -0.793 -4.634 -2.934  0.03
H 2.459 -2.288 -3.294  0.09

No. 5
Formula: C3H12N3O
Source: the Open Molecules 2025 dataset
Level of theory: ωB97M-V/def2-TZVPD

Values from the calculation:
- Kohn-Sham gap (eV) = 11.5
- energy (a.u.) = -360.829450
- relative energy (zero: lowest compared OMol25 entry of this formula, charge and spin) (eV) = 0.1437
- charge = +1
- E_LUMO (hartree) = -0.1007
- largest force on an atom (eV/Å) = 0.45

Each line ends with the Löwdin charge.
Geometry (Å):
C -1.251 -1.612 -0.332  0.00
N 0.133 -1.378 -0.812  -0.06
C 0.195 -0.767 -2.162  0.00
H -1.211 -2.195 0.594  0.11
H -1.704 -0.649 -0.144  0.10
H -1.810 -2.155 -1.088  0.10
H 0.647 -2.250 -0.820  0.17
H 0.603 -0.741 -0.123  0.09
H -0.346 -1.385 -2.869  0.10
H 1.232 -0.652 -2.451  0.11
H -0.264 0.217 -2.124  0.11
N 0.987 2.425 0.756  0.17
C 0.647 1.258 1.383  -0.63
N -0.325 1.342 2.311  0.18
O 1.190 0.179 1.097  -0.01
H 1.842 2.363 0.220  0.12
H 0.857 3.288 1.255  0.11
H -0.856 2.182 2.455  0.12
H -0.567 0.530 2.853  0.12

Please write out number 5 again, unchanged.
Formula: C3H12N3O
Source: the Open Molecules 2025 dataset
Level of theory: ωB97M-V/def2-TZVPD

Values from the calculation:
- Kohn-Sham gap (eV) = 11.5
- energy (a.u.) = -360.829450
- relative energy (zero: lowest compared OMol25 entry of this formula, charge and spin) (eV) = 0.1437
- charge = +1
- E_LUMO (hartree) = -0.1007
- largest force on an atom (eV/Å) = 0.45

Each line ends with the Löwdin charge.
Geometry (Å):
C -1.251 -1.612 -0.332  0.00
N 0.133 -1.378 -0.812  -0.06
C 0.195 -0.767 -2.162  0.00
H -1.211 -2.195 0.594  0.11
H -1.704 -0.649 -0.144  0.10
H -1.810 -2.155 -1.088  0.10
H 0.647 -2.250 -0.820  0.17
H 0.603 -0.741 -0.123  0.09
H -0.346 -1.385 -2.869  0.10
H 1.232 -0.652 -2.451  0.11
H -0.264 0.217 -2.124  0.11
N 0.987 2.425 0.756  0.17
C 0.647 1.258 1.383  -0.63
N -0.325 1.342 2.311  0.18
O 1.190 0.179 1.097  -0.01
H 1.842 2.363 0.220  0.12
H 0.857 3.288 1.255  0.11
H -0.856 2.182 2.455  0.12
H -0.567 0.530 2.853  0.12